(1)
# C17H14F3N5O4S

A single C17H14F3N5O4S molecule in a non-equilibrium geometry (ωB97M-V with the def2-TZVPD basis set, OMol25).

**Orbital gap**: 9.6 eV
**Charge**: 0
**HOMO**: -9.186 eV

Geometry (Å):
1 C 1.313735 -4.811002 3.840727
2 C 1.482101 -4.031125 2.591580
3 C 2.529941 -3.901330 1.726875
4 C 2.032487 -3.011583 0.738497
5 N 2.656929 -2.518546 -0.388232
6 C 3.953542 -2.738753 -0.721525
7 O 4.722680 -3.435316 -0.104033
8 C 4.372114 -2.008393 -1.996306
9 S 4.786910 -0.257339 -1.667311
10 C 3.205825 0.417063 -1.710603
11 N 2.078743 -0.205921 -1.903141
12 N 1.109640 0.731182 -1.860863
13 C 1.679283 1.866964 -1.645083
14 C 0.996994 3.180127 -1.489997
15 N -0.405049 2.991418 -1.214866
16 C -0.831134 2.938320 0.081800
17 O -0.122219 3.244924 1.015274
18 C -2.252592 2.516020 0.252382
19 C -2.595022 1.816931 1.406139
20 C -3.898583 1.405869 1.616508
21 C -4.879945 1.702543 0.686206
22 C -4.540328 2.414670 -0.456829
23 C -5.600018 2.787217 -1.455865
24 F -6.088874 4.023885 -1.236251
25 F -5.137622 2.791745 -2.717886
26 F -6.653557 1.959722 -1.438769
27 C -3.233771 2.824302 -0.681611
28 O 3.027846 1.743142 -1.542341
29 N 0.797775 -2.654549 1.008646
30 O 0.451360 -3.285019 2.157058
31 H 0.528104 -5.554484 3.714730
32 H 2.244835 -5.309797 4.090154
33 H 1.023241 -4.151908 4.656869
34 H 3.499392 -4.346845 1.763068
35 H 2.095042 -1.879904 -0.953206
36 H 3.594330 -2.025974 -2.756879
37 H 5.296048 -2.450241 -2.367264
38 H 1.127665 3.781728 -2.396288
39 H 1.435889 3.713421 -0.639824
40 H -0.927735 2.483465 -1.911923
41 H -1.821490 1.601892 2.127206
42 H -4.155149 0.856059 2.508329
43 H -5.900671 1.388467 0.841020
44 H -2.998694 3.396951 -1.566171

Atoms 1-6, force components in eV/Å:
C -0.220 0.149 -0.112
C 0.625 0.082 -0.512
C -0.457 -0.010 0.314
C -0.443 -0.353 0.851
N -0.487 0.105 -0.060
C -0.095 0.221 -0.418

***

(2)
# C17H14N2O3S2

A molecular structure, C17H14N2O3S2 in a non-equilibrium geometry (ωB97M-V with the def2-TZVPD basis set, OMol25).

**Orbital gap**: 7.6 eV
**Charge**: 0
**HOMO**: -8.286 eV

Geometry (Å):
1 O -0.686519 -0.365747 -2.024004
2 C -0.177953 -0.041668 -1.054706
3 N 0.962463 0.640869 -1.251592
4 H 1.514676 1.005095 -0.325351
5 C 1.413146 1.280233 -2.350566
6 C 2.514029 2.427955 -2.271593
7 C 2.575174 3.510133 -1.389883
8 C 3.443656 4.345790 -1.970843
9 C 4.117278 3.691726 -2.971035
10 O 3.488577 2.444958 -3.140254
11 H 5.123887 3.818363 -3.671689
12 H 3.800084 5.321564 -1.616486
13 H 1.547530 3.777352 -0.658384
14 H 0.770906 1.294230 -3.201736
15 H 2.073161 0.431331 -2.934828
16 C -0.343516 -0.346345 0.356667
17 C -0.307800 0.326401 1.615692
18 C 0.131319 1.728019 1.628129
19 C -0.351561 2.682490 0.632795
20 C 0.276615 3.972799 1.233902
21 C 0.743658 3.993104 2.405878
22 S 1.090088 2.281383 2.929029
23 H 1.290305 4.635008 2.949455
24 H 0.165628 4.910564 0.745768
25 H -0.975016 2.715325 -0.419104
26 H -0.562711 -0.249591 2.359263
27 N -1.097889 -1.571071 0.401788
28 C -1.523771 -2.472331 1.091095
29 O -1.259572 -2.116254 2.485528
30 C -2.134192 -3.694818 0.871030
31 C -2.746372 -4.595657 1.525573
32 C -3.381053 -5.572558 0.935797
33 C -3.152499 -5.602012 -0.417088
34 S -2.378971 -4.052866 -0.746807
35 H -3.490017 -6.187791 -1.092079
36 H -3.722165 -6.607737 1.274051
37 H -2.865687 -4.405647 2.653685
38 H -1.007073 -2.036008 -0.661836

Atoms 1-6, force components in eV/Å:
O -5.932 -3.575 -5.655
C 6.095 3.909 3.327
N 2.992 2.720 7.865
H -1.930 -1.375 -2.890
C 5.698 -1.570 -5.295
C -3.351 -1.184 2.962

***

(3)
# C17H14N7S2SbSe4V

A molecular structure, C17H14N7S2SbSe4V in a non-equilibrium geometry (ωB97M-V with the def2-TZVPD basis set, OMol25).

**Orbital gap (alpha / beta)**: 4.6 / 4.2 eV
**Spin multiplicity**: 4
**Charge**: -2
**Expectation value of S²**: 3.96
**HOMO (alpha / beta)**: -1.828 / -1.828 eV

Geometry (Å):
1 V 3.703516 13.693656 8.842673
2 N 10.920676 5.203247 11.397635
3 C 10.483463 6.457938 11.112790
4 S 10.088197 6.726746 9.483745
5 N 10.382058 7.290621 12.158355
6 N 9.691973 8.377085 11.776042
7 C 10.201661 9.535473 11.914344
8 C 9.291205 10.593801 11.367536
9 C 8.077089 10.327404 10.815335
10 C 7.201288 11.337487 10.356608
11 C 7.623400 12.591691 10.609989
12 C 8.806268 12.798328 11.310666
13 N 9.628717 11.830164 11.748269
14 H 10.882880 4.573073 10.605249
15 H 10.730644 4.784376 12.279777
16 H 11.212682 9.866113 12.174827
17 H 7.767742 9.249289 10.670870
18 H 6.244508 11.199567 9.904009
19 H 6.963271 13.397230 10.404812
20 H 9.015791 13.805596 11.608248
21 N 6.434421 6.793448 11.560069
22 C 6.995431 5.866410 12.406591
23 C 7.909293 5.844691 13.454035
24 C 8.344162 4.593024 13.932437
25 C 7.765039 3.394249 13.437591
26 C 6.720598 3.422089 12.540659
27 C 6.366436 4.613175 11.931591
28 N 5.397567 4.910564 10.941532
29 C 5.583724 6.178195 10.668885
30 C 4.858685 7.073371 9.790377
31 C 3.565104 7.000607 9.415488
32 S 3.070106 8.437699 8.660737
33 C 4.673556 9.163584 8.998089
34 N 5.513354 8.314356 9.600038
35 H 6.556535 7.822190 11.664638
36 H 8.418160 6.713200 13.752170
37 H 9.109425 4.493042 14.745488
38 H 8.124480 2.515064 13.867768
39 H 6.111343 2.558257 12.287856
40 H 2.867820 6.231455 9.583509
41 H 4.871038 10.138888 8.645562
42 Se 5.820107 15.043313 8.631666
43 Sb 4.321664 16.025623 10.107862
44 Se 2.472668 12.707666 6.978550
45 Se 3.005511 12.331795 10.540334
46 Se 2.244766 16.104278 8.941348

Atoms 1-6, force components in eV/Å:
V -1.405 -0.379 -0.028
N 1.098 -1.425 -0.489
C -0.727 0.697 1.446
S -0.096 0.420 -0.553
N 0.825 -1.642 -1.379
N 0.345 1.010 0.570

***

(4)
# C17H15AgF6IN2O2PSbSe2Te2

A molecular structure, C17H15AgF6IN2O2PSbSe2Te2 (ωB97M-V with the def2-TZVPD basis set, OMol25).

**Orbital gap (alpha / beta)**: 5.8 / 5.4 eV
**Spin multiplicity**: 2
**Charge**: -2
**Expectation value of S²**: 0.76
**HOMO (alpha / beta)**: -2.334 / -2.398 eV

Geometry (Å):
1 Ag 2.521153 1.586626 -2.074281
2 Se 7.605402 0.173598 0.481555
3 Te 5.944439 1.163480 -0.937527
4 Te 5.933968 -0.397453 -3.146363
5 Se 3.874697 0.687431 -4.089388
6 O -0.666914 1.478493 -3.491344
7 C -0.556408 0.900636 -2.411251
8 O 0.449436 0.855611 -1.633253
9 C -1.759210 0.096123 -1.872413
10 P -1.222316 -0.951969 -0.453237
11 C -2.775879 -1.877732 -0.060191
12 C -2.686390 -2.857053 0.934063
13 C -3.776991 -3.637785 1.279250
14 C -4.989592 -3.471827 0.619153
15 C -5.092936 -2.517233 -0.380577
16 C -3.997710 -1.725834 -0.712621
17 C -1.255917 0.259758 0.937406
18 C -0.067505 0.923688 1.249297
19 C -0.026823 1.871744 2.261255
20 C -1.171710 2.154505 2.994017
21 C -2.355742 1.491434 2.704712
22 C -2.398453 0.554740 1.680117
23 H -2.144106 -0.535009 -2.676222
24 H -2.550614 0.796695 -1.591643
25 H -1.735361 -3.005429 1.436130
26 H -3.681210 -4.385058 2.058418
27 H -5.843376 -4.085941 0.880464
28 H -6.032416 -2.379517 -0.903555
29 H -4.105208 -0.976075 -1.485671
30 H 0.820008 0.728784 0.663067
31 H 0.894742 2.406026 2.452970
32 H -1.141230 2.898767 3.780934
33 H -3.255873 1.708917 3.269240
34 H -3.334538 0.054401 1.461300
35 I 0.951310 -4.257783 0.996944
36 C 1.838284 -2.794917 -0.148900
37 C 1.849516 -2.722112 -1.521698
38 N 2.461041 -1.568546 -1.822248
39 N 2.827184 -0.875703 -0.743053
40 C 2.453442 -1.611694 0.291154
41 H 1.460284 -3.384126 -2.275336
42 H 2.642019 -1.148939 -2.734915
43 H 2.624187 -1.270746 1.299253
44 F 2.890871 2.357965 0.605776
45 Sb 3.061414 4.255492 0.501265
46 F 4.619137 4.173108 1.569269
47 F 4.144648 4.014305 -1.043116
48 F 3.229439 6.135763 0.386142
49 F 1.548625 4.264818 -0.629089
50 F 1.979182 4.445577 2.044743

Atoms 1-6, force components in eV/Å:
Ag -0.098 -0.085 -0.006
Se -0.017 0.016 -0.076
Te 0.037 -0.031 0.129
Te -0.022 0.035 0.056
Se 0.009 -0.008 -0.087
O 0.007 -0.015 0.031